Record 1
The following is a quantum chemistry calculation of one molecule with the formula C5H11NO, from OMol25.

Each line ends with the Löwdin charge.
Atoms and positions in Å:
C 0.99262 -1.62904 0.30543  -0.10
C 0.33421 -0.93237 -0.85718  -0.23
N -0.32536 0.37134 -0.71725  -0.12
C -1.07293 0.70921 -1.79853  -0.31
O -2.22445 1.20402 -1.75578  -0.01
C -0.78401 0.75230 0.59400  -0.24
C 0.22965 1.40034 1.48763  -0.09
H 0.21117 -1.87600 0.97837  0.06
H 1.91157 -1.17295 0.66786  0.08
H 1.42568 -2.60434 -0.04985  0.10
H 1.18537 -0.89476 -1.52303  0.11
H -0.41472 -1.58328 -1.27727  0.12
H -0.45730 0.44218 -2.75022  0.16
H -1.62812 1.42987 0.53028  0.12
H -0.78697 -0.20781 1.13246  0.10
H 1.23465 0.87923 1.27132  0.09
H 0.32539 2.49870 1.30426  0.09
H -0.15647 1.21335 2.45750  0.06

Output
Charge: 0
SMILES: CCN(C=O)CC
E_LUMO (eV): 0.82
DFT total energy (eV): -8899.604
Kohn-Sham gap (Ha): 0.3664
E_HOMO (eV): -9.1

Record 2
The following is a quantum chemistry calculation of C21H21F9N2O3RuSi as an isolated structure, from OMol25.

Each line ends with the Löwdin spin population.
Atoms and positions in Å:
Ru 0.30541 0.17103 -0.00324  2.57
C -1.22852 4.12232 -0.88690  0.00
C -1.21114 2.62263 -0.77861  0.04
O -0.11963 2.13098 -0.29642  0.09
C -2.32459 1.90982 -1.17967  0.02
C -2.50589 0.51610 -1.13824  0.04
C -3.80747 -0.04204 -1.62409  0.00
N -1.57391 -0.30448 -0.68425  0.05
N -1.91523 -1.66984 -0.68124  0.02
C -0.92663 -2.33000 -0.20483  0.01
O 0.21226 -1.75877 0.19919  0.16
C -0.99553 -3.80524 -0.06783  0.00
C 0.11181 -4.49867 0.40520  0.00
C 0.06292 -5.87983 0.54184  0.00
C -1.09249 -6.56903 0.20663  0.00
C -2.20081 -5.87482 -0.26680  0.00
C -2.15539 -4.49869 -0.40436  0.00
H -0.30227 4.54083 -0.50554  0.00
H -2.06667 4.52669 -0.31773  0.00
H -1.35837 4.42182 -1.92786  0.00
H -3.15000 2.49358 -1.56090  0.00
H -4.45802 0.76268 -1.95610  0.00
H -4.29326 -0.61189 -0.83255  0.00
H -3.63420 -0.74206 -2.44120  0.00
H 1.00551 -3.94942 0.66368  0.00
H 0.92848 -6.41492 0.91131  0.00
H -1.13307 -7.64563 0.31374  0.00
H -3.10459 -6.41023 -0.52803  0.00
H -3.01163 -3.94800 -0.77033  0.00
C 1.70185 4.26142 2.20347  0.01
Si 3.01232 3.47135 1.15468  0.09
C 4.68531 3.76029 1.90437  0.02
C 3.00324 4.10681 -0.59005  0.01
C 2.67179 1.67202 1.07787  0.64
C 2.19678 0.51228 0.75108  0.10
H 1.93795 5.30982 2.40406  0.00
H 1.63478 3.73901 3.16112  0.00
H 0.72268 4.21205 1.72174  0.00
H 4.84801 4.83432 2.03299  0.00
H 5.47769 3.36957 1.26157  0.00
H 4.77445 3.28210 2.88173  0.00
H 3.37624 5.13354 -0.63844  0.00
H 2.00253 4.07454 -1.02054  0.00
H 3.65304 3.47882 -1.20498  0.00
F 4.41098 0.63302 3.20013  0.01
C 3.83502 -0.56829 3.08820  0.00
F 4.48404 -1.38979 3.91840  0.00
F 2.57588 -0.47173 3.50200  0.00
C 3.88813 -1.11319 1.61823  0.01
O 2.77119 -0.77582 0.84884  0.04
C 5.21349 -0.68629 0.92477  0.00
F 5.21779 0.61495 0.63198  0.02
F 5.37263 -1.35470 -0.21835  0.00
F 6.26273 -0.93924 1.71508  0.00
C 3.79237 -2.67494 1.65747  0.00
F 3.53280 -3.15691 0.44502  0.00
F 4.91847 -3.23958 2.09295  0.00
F 2.79352 -3.04014 2.46730  0.00

Output
Charge: 0
2S+1: 5
E_LUMO (alpha / beta) (eV): 0.07 / -1.75
DFT total energy (eV): -66155.419
⟨S²⟩: 6.047
Kohn-Sham gap (alpha / beta) (Ha): 0.2876 / 0.2423
E_HOMO (alpha / beta) (eV): -7.8 / -8.3

Record 3
The following is a quantum chemistry calculation of C11H20MnN2O3 as an isolated structure, from OMol25.

Each line ends with the Löwdin spin population.
Atoms and positions in Å:
Mn -0.84858 -0.31990 0.21687  0.91
C -2.99536 -1.37269 2.09098  0.00
O -2.56707 -0.61855 0.87024  -0.02
C -3.62511 0.24672 0.27851  0.00
C -3.15994 0.56430 -1.12400  0.00
O -1.68062 0.74430 -1.02558  0.06
C -0.95204 1.99202 -1.40813  0.00
C -0.19357 2.42668 -0.17390  0.00
O 0.20014 1.17316 0.53230  -0.03
C 1.21677 1.38719 1.61672  0.00
H -3.70427 -2.13150 1.76591  0.00
H -2.10239 -1.82195 2.52169  0.00
H -3.44042 -0.65794 2.78053  0.00
H -4.55962 -0.31642 0.27153  0.00
H -3.71849 1.12107 0.92301  0.00
H -3.31924 -0.25025 -1.82770  0.00
H -3.60006 1.48343 -1.50974  0.00
H -0.30638 1.71629 -2.23939  0.00
H -1.67837 2.73769 -1.73005  0.00
H 0.71412 2.97292 -0.43373  0.00
H -0.78993 3.00158 0.53467  0.00
H 2.15219 1.65279 1.12923  0.00
H 0.84416 2.18062 2.26154  0.00
H 1.30548 0.44722 2.15899  0.00
N 1.50256 -5.06195 -2.37818  0.04
C 0.93725 -4.02721 -1.84379  0.00
C 0.95020 -3.82011 -0.40306  0.02
C 0.34088 -2.73019 0.10655  -0.01
N -0.30943 -1.79109 -0.69205  0.01
C -0.31189 -1.95715 -2.07133  -0.01
C 0.26816 -3.02610 -2.65998  0.02
H 1.97793 -5.77760 -1.82145  0.00
H 1.50762 -5.22384 -3.38908  0.00
H 1.42767 -4.53614 0.25847  0.00
H 0.31684 -2.57005 1.18343  0.00
H -0.82048 -1.20001 -2.65186  0.00
H 0.22215 -3.13601 -3.73903  0.00

Output
Charge: +4
2S+1: 2
E_LUMO (alpha / beta) (eV): -18.31 / -18.18
DFT total energy (eV): -52123.663
⟨S²⟩: 0.773
Kohn-Sham gap (alpha / beta) (Ha): 0.2063 / 0.2076
E_HOMO (alpha / beta) (eV): -23.9 / -23.8